Entry 1:
Computed, not measured: a structure of composition C34H30Br2N4P2Pt, with the ωB97M-V functional and the def2-TZVPD basis.

Structure (XYZ):
```
73
Properties=species:S:1:pos:R:3:forces:R:3:lowdin_spin:R:1
H -0.716 5.903 -1.275 -0.01 -0.01 0.01 0.000
P -1.639 0.145 -0.286 0.10 -0.28 0.42 0.072
C 2.138 3.366 -1.096 -0.04 0.01 -0.04 0.008
C -2.428 2.278 3.090 0.01 0.01 -0.01 0.000
C 0.912 -3.987 -2.020 -0.03 -0.01 -0.01 0.004
H 1.579 2.299 1.496 0.00 0.02 0.00 0.005
H -2.322 -1.452 -2.640 -0.03 -0.02 0.03 0.000
Br 7.269 1.863 -1.098 0.01 0.00 -0.01 0.001
C 2.358 -2.036 1.539 0.02 0.01 0.00 0.000
C 0.107 5.205 -1.212 -0.02 -0.03 -0.05 0.003
C -4.946 1.369 -2.296 0.02 0.02 -0.02 0.000
C 0.731 -1.666 3.755 0.01 0.05 0.00 0.001
H -1.132 3.451 -1.166 0.00 -0.01 0.05 0.002
H -4.214 -1.333 -4.206 0.00 0.01 -0.01 0.000
H -5.889 0.469 -3.997 0.00 0.00 0.00 0.001
H -1.103 2.430 1.402 -0.02 0.05 -0.01 0.000
C 0.988 -1.835 1.365 -0.09 -0.44 -0.06 0.004
C -5.062 0.418 -3.302 0.00 0.00 0.00 0.010
N 1.378 1.306 1.431 -0.15 -0.29 0.07 0.142
C -3.393 -0.031 1.865 0.02 0.01 0.01 0.001
H 0.092 -1.537 4.619 0.00 0.00 0.00 0.000
C 0.862 -5.325 -2.387 0.03 0.00 -0.01 0.000
C 4.967 0.231 -1.360 -0.01 -0.01 -0.03 0.000
N -1.331 -1.508 -0.135 -0.08 -0.02 -0.48 0.021
N 0.862 2.949 -1.081 0.09 0.03 0.21 0.097
C -1.890 1.856 1.880 -0.05 -0.04 0.01 0.000
C 2.453 4.712 -1.159 0.04 -0.02 -0.04 0.004
C 0.362 -3.587 -0.806 -0.04 0.14 -0.17 0.060
C 0.176 -1.654 2.480 -0.02 0.02 0.02 -0.001
H 2.227 0.785 1.638 -0.03 -0.04 0.04 0.004
Br 1.817 7.463 -1.298 0.00 0.01 0.01 0.000
Pt 0.618 0.727 -0.584 -0.24 0.02 -1.03 1.236
H -3.845 1.853 4.638 0.00 0.00 0.00 0.000
C -2.961 0.267 -1.499 0.07 0.13 0.00 0.020
C -3.431 1.533 3.692 0.00 0.01 -0.01 0.000
H -3.782 -0.923 1.386 -0.01 0.00 0.01 0.000
C -4.122 -0.597 -3.419 0.02 0.00 -0.01 -0.001
C 3.178 2.295 -1.108 -0.05 -0.03 -0.06 0.007
H -4.700 -0.193 3.552 0.00 0.01 0.00 0.000
C -3.064 -0.670 -2.527 0.03 0.04 -0.05 0.010
N 2.725 1.032 -1.217 0.11 0.10 0.13 0.050
C 1.422 5.641 -1.210 0.03 0.04 0.00 0.000
C -0.284 -5.850 -0.332 0.00 0.01 0.02 0.004
H 1.290 -5.642 -3.329 0.00 0.00 0.00 0.000
C 5.437 1.522 -1.176 0.05 0.03 0.01 0.003
H -2.067 3.183 3.561 0.01 -0.01 0.00 0.000
H 3.179 -0.951 -1.502 -0.01 -0.02 0.07 0.004
H 2.523 -1.876 4.916 -0.01 -0.01 0.00 0.000
C -3.913 0.381 3.081 -0.01 -0.02 -0.01 0.000
C -0.122 3.844 -1.149 -0.02 0.01 -0.03 0.009
H -3.820 2.028 -0.597 -0.04 -0.02 0.03 0.000
P 0.333 -1.839 -0.343 0.15 0.51 0.98 0.178
H 2.997 -2.211 0.679 0.01 -0.02 0.01 0.001
H -0.892 -1.513 2.358 0.02 -0.02 0.01 0.000
H 4.900 3.578 -0.941 0.00 0.00 -0.01 0.000
C 4.533 2.570 -1.060 0.00 0.02 -0.03 0.001
H 0.211 -7.290 -1.842 0.01 0.00 0.01 0.000
H 5.645 -0.599 -1.497 -0.01 -0.01 0.02 0.000
H -0.743 -6.578 0.324 0.00 -0.01 -0.01 0.001
C 2.095 -1.860 3.923 -0.01 0.01 -0.01 -0.001
H 0.693 1.069 2.146 0.04 -0.03 0.03 0.003
C 3.601 0.036 -1.362 -0.01 0.00 -0.04 0.010
H 3.969 -2.227 2.942 0.00 0.01 -0.01 0.000
H -2.031 -2.206 -0.355 0.00 -0.05 0.20 0.000
H 1.374 -3.260 -2.678 -0.03 0.00 -0.01 0.003
H 3.477 5.052 -1.196 0.00 0.01 0.01 0.001
C -3.897 1.297 -1.393 0.00 -0.03 -0.02 0.009
C -0.230 -4.520 0.048 0.07 -0.04 -0.02 0.011
C 2.909 -2.051 2.812 0.01 0.05 -0.01 0.000
C -2.368 0.700 1.266 0.08 0.12 -0.04 0.003
H -5.679 2.159 -2.208 0.00 0.00 0.00 0.000
C 0.259 -6.249 -1.549 -0.01 0.01 0.00 -0.002
H -0.628 -4.212 1.009 -0.01 -0.01 -0.01 0.001
```
Positions in Å, forces in eV/Å.

⟨S²⟩ ... 2.011
HOMO energy (alpha / beta) ... -12.64 / -14.02 eV
Max |F| ... 1.120 eV/A
Multiplicity ... 3
Kohn-Sham gap (alpha / beta) ... 0.246 / 0.253 Ha
Charge ... +2
LUMO energy (alpha / beta) ... -0.21830 / -0.26273 hartree
E_tot ... -203603.0803 eV

Entry 2:
Computed, not measured: a cluster of 5 separate species, C34H30BrFN2O11P in total, with the ωB97M-V functional and the def2-TZVPD basis.

Structure (XYZ):
```
80
Properties=species:S:1:pos:R:3:forces:R:3:mulliken_charge:R:1
H 1.790 1.947 1.244 0.03 -0.02 0.00 0.478
H -0.495 6.945 -3.198 0.01 0.02 0.01 0.425
H -0.926 2.204 -2.779 -0.03 0.20 0.01 0.231
H -5.680 -4.058 0.010 0.19 -0.02 0.00 0.340
C 7.406 -5.448 3.621 -0.01 0.01 -0.02 0.295
H 3.380 -2.128 1.376 -0.20 0.21 -0.04 0.768
O -1.974 0.566 -0.876 -0.53 0.11 0.08 -0.395
C 5.611 -4.068 1.864 0.01 0.05 -0.03 0.489
P -1.992 0.432 -2.458 1.58 -0.88 -0.38 1.205
C 2.505 -1.482 1.417 0.00 -0.03 0.00 -0.542
C 0.353 0.414 1.509 -0.03 0.11 -0.02 -0.162
H -7.364 -4.403 -2.458 -0.15 0.15 -0.04 0.399
H -5.205 -5.271 -1.207 0.09 0.00 0.04 0.368
C 1.267 -1.950 1.566 0.01 -0.02 0.06 -0.588
H 5.552 -5.945 0.742 -0.01 0.02 -0.01 0.417
O 7.930 4.507 3.600 0.01 0.00 -0.01 -0.533
O -8.903 0.636 -3.074 0.06 -0.01 0.12 -0.445
C 6.821 4.066 3.802 -0.01 0.00 0.02 0.302
C 2.750 -0.022 1.290 0.04 0.02 -0.01 0.341
H 7.115 -7.150 2.272 0.02 0.00 0.02 0.402
C -3.682 -0.073 -2.888 -0.27 0.17 0.06 -0.450
H 4.139 4.446 5.958 -0.01 -0.02 0.00 0.423
H 1.234 4.339 0.737 0.00 0.00 -0.01 0.429
H 1.053 -3.008 1.651 -0.01 0.00 0.02 0.472
O 3.073 2.597 4.479 -0.03 0.02 -0.03 -0.562
H -6.597 0.985 -3.883 -0.10 -0.02 0.04 0.341
H -0.520 1.053 1.553 0.01 0.00 0.02 0.409
H 5.900 -2.361 3.203 -0.01 0.00 -0.03 0.497
N -0.906 -0.509 -3.014 -0.84 0.00 0.31 -0.750
N -5.888 0.320 -3.586 0.20 -0.04 -0.01 0.051
O 3.874 0.417 1.150 -0.09 -0.15 -0.07 -0.672
C -5.560 -3.382 -2.994 0.05 0.14 0.47 -1.426
C 0.172 7.061 -1.113 0.02 -0.01 0.01 0.260
C -6.242 -0.980 -3.495 0.02 0.16 -0.11 0.303
O 0.723 3.024 -1.431 -0.35 -0.07 -0.19 -0.535
F -8.851 -1.162 -1.785 0.04 0.19 -0.36 -0.215
H -4.499 1.856 -3.428 -0.07 0.05 0.00 0.576
C 4.190 3.032 4.284 -0.01 0.01 0.00 0.448
H 6.432 5.343 5.540 0.02 0.00 -0.01 0.418
H -1.964 -0.304 -0.448 0.28 0.06 0.27 0.313
C 6.822 -6.120 2.430 -0.02 0.01 -0.01 -0.403
C 0.862 4.944 -0.080 0.03 0.00 -0.02 -0.329
C 0.100 -1.041 1.619 0.05 0.04 -0.04 0.363
Br -5.936 -4.089 -4.770 0.01 -0.01 -0.13 -0.011
H 7.462 -3.563 4.737 0.02 -0.02 0.01 0.417
C 0.557 4.227 -1.341 0.10 0.08 0.06 0.711
C 6.191 -3.392 3.049 0.01 -0.01 0.03 -0.299
C 6.240 3.004 2.941 -0.02 -0.01 -0.01 -0.414
H 0.898 6.802 0.938 -0.01 0.02 -0.01 0.443
C -7.674 -1.273 -3.850 -0.04 -0.10 0.41 -0.468
O 4.848 -3.482 1.120 0.10 -0.20 0.02 -0.586
H -1.196 -1.295 -3.577 0.28 0.02 -0.17 0.219
H -7.879 -2.333 -3.759 -0.02 -0.03 -0.12 0.390
H -0.159 4.485 -3.397 0.03 0.01 -0.01 0.448
H -3.258 -2.133 -2.463 0.06 -0.01 -0.01 0.512
C 0.050 5.026 -2.482 -0.03 -0.03 0.03 -0.344
C 0.684 6.257 0.027 0.00 -0.02 0.01 -0.463
H 6.865 2.650 2.131 0.02 0.01 0.01 0.465
C -6.023 -4.660 -0.828 -0.17 0.10 -0.02 -1.378
C 7.024 -4.032 3.865 -0.02 0.02 -0.01 -0.379
H -7.887 -0.923 -4.858 0.00 -0.10 -0.09 0.331
C 5.989 -5.478 1.615 0.02 -0.03 0.01 -0.397
C -6.619 -3.795 -1.947 0.02 -0.51 -0.24 -0.040
H -4.622 -3.851 -2.717 0.06 -0.05 -0.11 0.613
H -7.125 -2.924 -1.535 -0.01 0.04 0.01 0.149
H 4.568 1.749 2.553 0.14 0.17 0.07 0.446
C -4.664 0.795 -3.305 0.13 -0.09 0.04 -0.543
C 5.987 4.571 4.926 -0.03 -0.01 0.00 -0.391
C 1.581 0.891 1.344 -0.01 -0.06 0.02 -0.223
O 0.005 8.254 -1.019 -0.02 0.01 0.00 -0.513
C 4.766 4.092 5.149 0.02 0.00 0.00 -0.434
C -4.013 -1.427 -2.786 -0.25 0.21 -0.13 -0.236
H -6.772 -5.352 -0.452 -0.07 0.06 0.10 0.378
C -8.553 -0.479 -2.905 -0.15 -0.03 0.11 0.440
C 5.020 2.523 3.165 -0.02 -0.03 0.03 -0.126
C -0.129 6.340 -2.379 -0.01 -0.03 -0.01 -0.467
C -5.288 -1.906 -3.096 0.16 0.15 -0.04 0.623
O 8.164 -6.030 4.362 0.01 -0.01 0.02 -0.524
O -1.038 -1.464 1.729 -0.07 -0.02 -0.24 -0.640
O -1.862 1.941 -2.906 -0.27 0.05 0.25 -0.464
```
Positions in Å, forces in eV/Å.

HOMO energy ... -11.38 eV
Max |F| ... 1.846 eV/A
Kohn-Sham gap ... 0.245 Ha
Charge ... +1
LUMO energy ... -0.17320 hartree
E_tot ... -143287.2682 eV

Entry 3:
Computed, not measured: a structure of composition C34H30ClN5O4SSbV, with the ωB97M-V functional and the def2-TZVPD basis.

Structure (XYZ):
```
77
Properties=species:S:1:pos:R:3:forces:R:3:lowdin_spin:R:1
H -4.672 -0.353 0.320 0.00 -0.03 -0.01 0.000
C 0.636 2.118 -4.220 0.10 0.49 -0.62 0.001
H -2.659 1.259 -3.894 -0.02 0.01 0.00 0.000
H -0.365 2.937 2.230 -0.02 0.04 0.02 0.000
C -6.114 1.543 -0.907 -0.35 0.17 0.15 0.000
H 0.712 4.834 3.379 0.01 0.00 0.00 0.000
N 3.024 -2.997 0.176 0.09 -0.14 0.07 0.002
C 2.848 -2.258 -4.296 -0.10 0.11 0.09 0.009
H 2.461 -3.194 -3.894 0.06 -0.05 -0.06 0.001
H 1.845 -5.417 3.720 -0.02 0.01 0.03 0.000
Sb 0.348 -0.023 1.495 0.46 -0.19 1.91 0.003
C 0.653 2.851 2.580 -0.06 -0.02 0.02 0.000
N 1.639 -1.123 -2.458 0.84 -0.44 -0.13 0.037
C 2.044 -1.129 -3.727 0.14 0.08 -0.62 0.054
C 2.102 0.377 -5.724 -0.06 0.31 -0.46 0.013
H -4.281 0.418 5.398 0.00 0.00 -0.01 0.000
C 1.013 2.485 -5.490 -0.27 0.10 0.49 0.025
H -1.133 -0.656 -3.856 0.00 -0.13 -0.01 -0.001
V 0.471 0.207 -1.868 0.68 -3.03 -0.09 0.694
C 1.703 0.056 -4.413 -0.01 -0.64 0.42 0.028
H 3.244 0.667 2.580 0.01 0.01 0.01 0.000
C -2.514 0.936 2.549 0.00 -0.13 -0.11 0.000
Cl -0.415 1.908 -1.044 -2.68 4.47 1.71 0.019
C -2.396 -0.493 4.918 -0.02 -0.02 0.06 0.000
H 2.072 1.849 -7.268 0.01 0.00 0.00 0.000
O -0.911 3.055 -1.782 -0.07 -0.09 -0.05 0.010
C -2.467 -0.142 -2.278 -0.42 -0.04 -0.07 0.000
C -3.066 -0.570 -1.078 0.13 0.00 -0.06 -0.002
H 3.186 -2.830 1.152 -0.06 -0.02 0.09 0.000
H 4.304 2.537 3.791 0.00 0.02 -0.01 0.000
C -1.224 -0.742 -2.771 0.04 0.36 -0.11 -0.022
H -0.540 -2.845 1.260 0.01 -0.05 -0.01 0.000
H -4.378 1.692 3.273 -0.01 -0.02 -0.01 0.000
H 0.725 3.454 -5.874 -0.04 0.00 0.03 0.002
H 2.649 -3.899 -0.071 -0.04 0.03 -0.03 0.000
H -1.127 -1.781 -2.453 0.16 0.02 0.04 0.000
C 1.974 -2.046 3.366 0.02 0.14 0.03 0.000
H 2.680 -0.337 -6.293 -0.01 0.00 0.02 0.001
H 3.086 -3.445 4.553 0.00 0.01 -0.01 0.000
C 0.957 -1.867 2.435 -0.03 0.16 -0.17 -0.001
C 3.279 2.630 3.453 0.03 -0.01 0.04 0.000
H -2.588 1.479 1.621 -0.06 0.04 0.01 0.000
C 1.265 3.916 3.225 -0.04 0.00 0.01 0.000
C -4.236 -0.014 -0.611 -0.13 0.14 -0.03 0.000
H 0.036 2.784 -3.622 0.02 0.02 0.06 0.000
C 1.366 1.680 2.360 -0.19 -0.40 -0.27 0.001
C -4.869 1.002 -1.336 0.41 -0.16 -0.17 -0.002
C -3.536 1.043 3.483 -0.04 0.05 -0.03 0.000
C -1.372 -0.594 3.986 0.08 0.04 -0.05 0.000
H -2.339 -1.063 5.838 0.00 0.01 0.00 0.000
O 1.029 2.078 -0.753 0.42 -0.17 -0.45 0.035
C 0.555 -4.251 2.457 0.04 -0.04 0.06 0.000
N -7.132 1.973 -0.580 0.10 -0.03 0.00 -0.001
H 2.534 -1.194 3.732 0.01 -0.02 -0.01 0.000
N 0.969 0.939 -3.652 0.43 0.12 -0.38 0.044
C 2.557 -1.926 -0.539 0.22 0.28 -0.30 0.003
H 3.049 4.635 4.178 0.00 0.00 -0.01 0.000
H 3.898 -2.188 -4.001 0.02 -0.03 -0.01 0.003
C 2.575 3.804 3.670 0.03 0.00 -0.01 0.000
H -2.569 -1.341 -0.505 -0.01 -0.02 0.01 0.000
S 2.867 -0.336 0.132 -0.09 0.01 -0.03 0.008
C -4.280 1.458 -2.520 -0.12 0.02 0.08 0.000
H 2.790 -2.277 -5.383 0.00 -0.01 0.01 0.000
C 2.679 1.566 2.792 0.02 -0.03 -0.07 0.000
C 0.247 -2.981 1.994 -0.07 0.10 -0.09 0.000
O -0.174 -0.682 -0.139 -0.18 -0.01 -0.98 0.015
H -0.005 -5.107 2.101 0.01 0.00 -0.02 0.000
H -0.532 -1.239 4.205 -0.02 -0.02 0.06 0.000
C 2.288 -3.318 3.831 0.04 -0.01 0.02 0.000
C 1.586 -4.424 3.372 -0.03 0.00 -0.06 0.000
N 2.058 -2.184 -1.701 0.07 -0.71 0.09 0.008
C -3.483 0.332 4.671 0.02 -0.01 0.00 0.000
C -3.108 0.896 -2.976 0.11 -0.11 0.05 -0.002
C -1.411 0.114 2.785 0.04 0.09 -0.18 0.001
O -1.108 1.912 0.254 0.11 -0.10 0.12 0.004
H -4.763 2.253 -3.075 0.02 -0.01 -0.02 0.000
C 1.765 1.591 -6.263 0.27 -0.52 -0.04 0.008
```
Positions in Å, forces in eV/Å.

⟨S²⟩ ... 0.853
HOMO energy (alpha / beta) ... -3.55 / -3.80 eV
Max |F| ... 5.486 eV/A
Multiplicity ... 2
Kohn-Sham gap (alpha / beta) ... 0.221 / 0.230 Ha
Charge ... -1
LUMO energy (alpha / beta) ... 0.09036 / 0.09027 hartree
E_tot ... -106962.4482 eV